1.
{
  "formula": "C16H17NO5",
  "method": "the ωB97M-V functional and the def2-TZVPD basis",
  "symbols": ["C", "C", "O", "C", "C", "C", "C", "C", "O", "C", "C", "O", "C", "C", "C", "C", "C", "C", "N", "O", "O", "C", "H", "H", "H", "H", "H", "H", "H", "H", "H", "H", "H", "H", "H", "H", "H", "H", "H"],
  "positions_angstrom": [[4.46250, -2.32527, 2.94051], [3.26508, -3.26818, 3.01756], [2.05487, -2.64685, 2.63255], [1.77941, -2.45328, 1.31555], [2.56308, -2.88265, 0.24685], [2.14262, -2.63272, -1.04595], [0.96009, -1.96658, -1.31301], [0.17383, -1.54118, -0.24816], [-1.01681, -0.87881, -0.37219], [-1.54922, -0.67217, -1.66354], [-2.92553, -0.00348, -1.51868], [-2.93975, 1.34968, -1.91299], [-2.42892, 2.31329, -1.12688], [-1.79840, 2.09427, 0.09932], [-1.34767, 3.15401, 0.86224], [-1.51747, 4.46454, 0.43926], [-2.13491, 4.70405, -0.76922], [-2.58007, 3.64681, -1.55645], [-3.18943, 3.96732, -2.81809], [-3.64151, 5.08988, -2.93915], [-3.20469, 3.12927, -3.69188], [0.58868, -1.78242, 1.05450], [5.35408, -2.83607, 3.29374], [4.62792, -1.98891, 1.91999], [4.28423, -1.45289, 3.56400], [3.09624, -3.56655, 4.05623], [3.44146, -4.17388, 2.42458], [3.48988, -3.41019, 0.40241], [2.75468, -2.96594, -1.87093], [0.67072, -1.78810, -2.33550], [-0.89541, -0.02139, -2.25939], [-1.65605, -1.63388, -2.17954], [-3.27533, -0.12428, -0.48698], [-3.64035, -0.47438, -2.19626], [-1.64166, 1.08765, 0.45011], [-0.85629, 2.95067, 1.80162], [-1.16573, 5.28564, 1.04282], [-2.28209, 5.70766, -1.13848], [-0.02206, -1.45467, 1.87942]],
  "forces_ev_per_angstrom": [[-0.401, -0.136, -0.060], [0.458, -0.081, 0.120], [-0.242, 0.151, -0.141], [-0.277, 0.144, -0.162], [0.243, -0.158, 0.186], [-0.056, 0.023, 0.068], [-0.216, 0.115, -0.236], [0.113, -0.045, 0.198], [0.200, -0.177, 0.230], [-0.243, 0.110, -0.238], [0.277, -0.445, 0.153], [0.025, 0.207, 0.027], [-0.088, 0.291, -0.096], [-0.087, -0.197, -0.126], [-0.052, 0.157, -0.073], [0.051, -0.087, 0.055], [-0.110, -0.096, -0.225], [0.538, -0.314, 0.963], [-0.246, 0.189, -0.514], [-0.189, 0.313, -0.075], [0.038, -0.057, -0.256], [0.025, 0.002, 0.018], [0.122, -0.038, 0.030], [0.072, 0.033, -0.062], [0.020, 0.076, 0.062], [0.033, -0.039, -0.176], [-0.077, 0.057, 0.079], [0.088, -0.031, 0.062], [0.048, -0.025, -0.059], [-0.053, 0.036, -0.088], [-0.068, -0.096, 0.024], [0.036, 0.080, 0.049], [-0.012, -0.015, -0.093], [0.095, 0.032, 0.128], [-0.020, -0.076, -0.012], [0.040, -0.037, 0.087], [0.031, 0.086, 0.036], [-0.016, 0.007, -0.004], [-0.102, 0.043, 0.123]],
  "lumo_energy_ev": -0.100,
  "spin_multiplicity": 1,
  "homo_lumo_gap_ev": 8.580,
  "e_above_lowest_kcal_mol": 128.3,
  "e_homo_ev": -8.680
}



2.
{
  "formula": "C12H11BrN2O7V",
  "method": "the ωB97M-V functional and the def2-TZVPD basis",
  "symbols": ["V", "O", "C", "O", "C", "O", "C", "C", "O", "O", "H", "H", "H", "H", "H", "Br", "C", "C", "C", "C", "C", "N", "C", "O", "O", "H", "H", "H", "C", "C", "N", "H", "H", "H"],
  "positions_angstrom": [[-0.37173, -0.00446, 0.54634], [0.90741, 3.81067, 1.22514], [1.08138, 2.54802, 1.18223], [0.25419, 1.79786, 0.59179], [2.36374, 2.07484, 1.81742], [2.45288, 0.67771, 1.85670], [2.33666, 0.07848, 3.13503], [1.03675, -0.64296, 3.31125], [0.55405, -1.24320, 4.16984], [0.14961, -0.46006, 2.07154], [0.09710, 4.13418, 0.78487], [2.45243, 2.56086, 2.79442], [3.16758, 2.49042, 1.19647], [2.43136, 0.80254, 3.94985], [3.14279, -0.64788, 3.26085], [1.77809, -0.12543, -1.55528], [0.10995, 0.23918, -2.35143], [-0.17090, 0.43151, -3.69822], [-1.49519, 0.67224, -4.03991], [-2.50243, 0.71509, -3.06121], [-2.11105, 0.51406, -1.75946], [-0.83211, 0.28772, -1.43106], [-2.99695, 0.51415, -0.57862], [-4.10913, 0.62770, -0.34229], [-1.99782, 0.27717, 0.68003], [0.61103, 0.39306, -4.44545], [-1.75720, 0.82683, -5.07983], [-3.53890, 0.89796, -3.31608], [-0.52702, -4.53526, -0.19706], [-0.46791, -3.09860, -0.07608], [-0.42769, -1.95516, 0.03473], [-1.35779, -4.80337, -0.85290], [-0.67895, -4.96505, 0.79567], [0.41579, -4.89083, -0.61930]],
  "forces_ev_per_angstrom": [[-0.463, -0.513, 1.526], [0.040, -0.025, 0.008], [-0.003, -0.037, -0.086], [0.031, 0.256, -0.024], [-0.056, 0.109, -0.031], [-0.018, 0.031, 0.156], [0.474, 0.309, -0.394], [-0.619, -0.321, 0.605], [0.304, -0.037, -0.002], [-0.235, 0.643, -1.062], [0.005, 0.031, 0.008], [0.011, -0.022, -0.001], [0.031, -0.068, 0.009], [-0.094, -0.069, 0.052], [-0.060, -0.104, -0.007], [0.100, -0.012, -0.110], [-0.099, 0.028, -0.079], [0.045, -0.014, 0.044], [-0.010, 0.000, -0.010], [-0.021, -0.009, 0.048], [0.068, 0.011, -0.044], [0.068, 0.104, -0.290], [-0.290, 0.129, -0.305], [-0.009, -0.007, 0.098], [0.782, -0.306, -0.005], [-0.004, 0.000, -0.005], [-0.001, 0.002, -0.001], [0.001, 0.001, -0.007], [0.022, 0.091, -0.029], [-0.065, 0.016, 0.065], [0.080, -0.089, -0.119], [0.011, -0.047, 0.004], [-0.002, -0.028, -0.012], [-0.023, -0.054, 0.001]],
  "lumo_energy_ev": -13.321,
  "spin_multiplicity": 1,
  "total_charge": 3,
  "homo_lumo_gap_ev": 7.192,
  "e_above_lowest_kcal_mol": 26.9,
  "e_homo_ev": -20.513
}



3.
{
  "formula": "CH4NP",
  "method": "the ωB97M-V functional and the def2-TZVPD basis",
  "symbols": ["C", "N", "P", "H", "H", "H", "H"],
  "positions_angstrom": [[0.29559, -0.22055, -0.78152], [0.01893, 0.18663, -1.92461], [-0.70395, 0.87639, -3.18942], [1.22641, -0.72247, -0.55549], [-0.92760, 0.61873, 1.91275], [-0.24817, 0.81641, 1.92057], [0.28714, 1.96404, -3.16506]],
  "forces_ev_per_angstrom": [[-0.343, 1.536, -3.203], [0.288, -1.186, 3.779], [0.956, 0.601, -0.584], [0.032, -0.590, -0.011], [-1.314, -0.362, 0.035], [1.283, 0.398, 0.063], [-0.901, -0.397, -0.080]],
  "lumo_energy_ev": -0.274,
  "spin_multiplicity": 1,
  "homo_lumo_gap_ev": 7.740,
  "e_above_lowest_kcal_mol": 62.6,
  "e_homo_ev": -8.014
}



4.
{
  "formula": "C7H13N2O4P",
  "method": "the ωB97M-V functional and the def2-TZVPD basis",
  "symbols": ["C", "C", "O", "C", "N", "C", "C", "N", "C", "O", "P", "O", "C", "O", "H", "H", "H", "H", "H", "H", "H", "H", "H", "H", "H", "H", "H"],
  "positions_angstrom": [[2.61155, 1.14784, -1.14191], [1.52099, 0.55381, -0.28411], [1.64194, 0.91809, 1.13897], [0.14777, 0.93895, -0.78610], [-0.85000, 0.24590, -0.05540], [-1.31179, 0.64056, 1.20490], [-2.54115, 0.21037, 1.42329], [-3.11576, -0.22598, 0.18823], [-2.09075, -0.04150, -0.83152], [-1.95309, -1.07053, -1.82535], [1.59876, -1.42907, -0.32784], [2.62885, -1.63619, 0.94196], [0.00524, -1.50530, 0.60574], [-0.94973, -2.21631, 0.43005], [2.56521, 2.26179, -1.00376], [2.52395, 1.03699, -2.29961], [3.64417, 0.72156, -0.97685], [2.64672, 0.86746, 1.32763], [-0.04937, 0.60043, -1.85091], [-0.00195, 2.00496, -0.60640], [-0.61283, 1.08117, 1.75540], [-3.19076, 0.31691, 2.20534], [-3.42861, -1.15785, 0.29668], [-2.33298, 0.81733, -1.54103], [-1.84764, -1.96736, -1.25967], [2.30063, -2.00498, 1.71378], [0.44065, -1.10908, 1.55846]],
  "forces_ev_per_angstrom": [[1.049, 0.973, -1.841], [0.479, -1.864, 0.289], [2.359, 0.184, -1.289], [-0.017, 0.185, -0.426], [-1.527, -0.571, -0.612], [-1.822, -0.986, -1.166], [0.769, 0.540, -2.625], [0.494, 0.673, 0.038], [-0.159, -0.174, -1.993], [0.076, -2.160, 3.279], [0.388, 1.053, -1.564], [1.216, 1.043, -2.398], [1.504, 0.040, -0.022], [-0.864, -1.675, 0.628], [0.529, -0.845, 0.094], [-0.521, -0.230, 2.041], [-1.051, 0.634, 0.399], [-2.464, 0.028, -0.296], [0.814, 0.787, 0.997], [0.171, 0.391, -0.658], [2.325, 1.761, 2.772], [-1.075, 0.197, 2.119], [-0.383, -1.173, -0.449], [0.256, -0.399, 1.256], [0.070, 2.666, -1.713], [-1.176, -1.070, 2.438], [-1.441, -0.008, 0.701]],
  "lumo_energy_ev": 0.503,
  "spin_multiplicity": 1,
  "homo_lumo_gap_ev": 8.314,
  "e_above_lowest_kcal_mol": 52.8,
  "e_homo_ev": -7.811
}



5.
{
  "formula": "CHCl3N2",
  "method": "the ωB97M-V functional and the def2-TZVPD basis",
  "symbols": ["C", "N", "N", "Cl", "Cl", "Cl", "H"],
  "positions_angstrom": [[-0.66443, -1.70598, 0.13210], [-1.55461, -1.00275, -0.09855], [1.68063, 0.57646, 0.11216], [-2.82185, -0.00441, -0.44020], [1.14849, 1.72626, -1.07165], [0.79831, 0.75478, 1.60774], [1.41346, -0.34436, -0.24161]],
  "forces_ev_per_angstrom": [[0.870, -0.674, 0.145], [-1.647, 1.182, -0.491], [0.241, 0.056, 0.320], [0.741, -0.558, 0.234], [-0.123, -0.219, 0.089], [0.161, 0.056, -0.321], [-0.242, 0.157, 0.024]],
  "lumo_energy_ev": -0.023,
  "spin_multiplicity": 1,
  "homo_lumo_gap_ev": 9.905,
  "e_above_lowest_kcal_mol": 39.7,
  "e_homo_ev": -9.928
}



6.
{
  "formula": "CH2N4O",
  "method": "the ωB97M-V functional and the def2-TZVPD basis",
  "symbols": ["N", "C", "N", "O", "N", "N", "H", "H"],
  "positions_angstrom": [[1.54329, 0.07426, -0.19327], [0.26886, -0.01712, -0.38368], [-0.76124, -0.12833, -1.25094], [-1.88426, -0.13274, -0.40576], [-1.58564, -0.03844, 0.86588], [-0.31880, 0.02355, 0.87826], [2.17780, 0.09793, -0.96478], [0.55998, 0.12089, 1.45428]],
  "forces_ev_per_angstrom": [[0.348, 0.001, -0.621], [0.134, 0.026, -0.125], [0.481, 0.046, 0.138], [-0.047, 0.008, 0.286], [0.627, 0.017, -0.015], [0.007, 0.002, -0.172], [-0.067, -0.072, -0.600], [-1.483, -0.029, 1.109]],
  "lumo_energy_ev": -0.635,
  "spin_multiplicity": 1,
  "homo_lumo_gap_ev": 8.219,
  "e_above_lowest_kcal_mol": 95.1,
  "e_homo_ev": -8.854
}